No. 1
Here is a single C18H20ClFN4O2 molecule from the OMol25 dataset. Energies are from ωB97M-V/def2-TZVPD.

energy relative to the best compared isomer or geometry (same formula, charge and spin) = 13.2 kJ/mol
E_LUMO = 0.002 Eh
SMILES = COc1cc/c(=N\C(=O)CC2CN(Cc3ccc(F)c(C)c3Cl)C2)[nH]n1
E = -44284.5286 eV
Kohn-Sham gap = 8.6 eV

Each line ends with the natural charge from an NBO analysis.
Cartesian coordinates (Å):
1 C -5.394 -6.493 -2.278  -0.26
2 O -5.212 -5.086 -2.425  -0.48
3 C -3.952 -4.636 -2.300  0.46
4 C -3.775 -3.217 -2.461  -0.20
5 C -2.544 -2.700 -2.349  -0.22
6 C -1.418 -3.575 -2.055  0.40
7 N -0.187 -3.242 -1.869  -0.60
8 C 0.202 -1.918 -2.018  0.69
9 O 0.086 -1.288 -3.051  -0.60
10 C 0.893 -1.342 -0.801  -0.50
11 C 1.418 0.055 -1.024  -0.23
12 C 0.407 1.200 -1.212  -0.20
13 N 1.250 2.050 -0.352  -0.42
14 C 0.571 2.913 0.593  -0.24
15 C 1.576 3.611 1.478  -0.11
16 C 2.611 4.316 0.867  -0.16
17 C 3.574 4.971 1.608  -0.28
18 C 3.495 4.911 2.985  0.40
19 F 4.444 5.552 3.702  -0.33
20 C 2.502 4.227 3.664  -0.14
21 C 2.464 4.187 5.164  -0.64
22 C 1.552 3.581 2.867  0.09
23 Cl 0.292 2.707 3.703  -0.02
24 C 1.909 0.851 0.201  -0.22
25 N -1.754 -4.893 -1.956  -0.36
26 N -2.986 -5.445 -2.059  -0.28
27 H -6.457 -6.665 -2.412  0.20
28 H -4.820 -7.034 -3.031  0.19
29 H -5.074 -6.820 -1.289  0.19
30 H -4.642 -2.607 -2.675  0.24
31 H -2.350 -1.646 -2.483  0.25
32 H 0.172 -1.361 0.025  0.22
33 H 1.689 -2.033 -0.511  0.24
34 H 2.154 0.064 -1.826  0.22
35 H 0.233 1.576 -2.219  0.21
36 H -0.559 0.957 -0.741  0.16
37 H 0.008 3.661 0.027  0.21
38 H -0.152 2.353 1.200  0.18
39 H 2.653 4.326 -0.214  0.23
40 H 4.380 5.521 1.143  0.23
41 H 2.543 3.160 5.523  0.23
42 H 3.280 4.767 5.585  0.23
43 H 1.520 4.586 5.535  0.23
44 H 1.427 0.501 1.127  0.17
45 H 2.982 0.947 0.370  0.20
46 H -1.013 -5.546 -1.756  0.41

No. 2
Here is 2 unconnected molecules or ions with the total composition C2H3BrS at a distorted geometry from the OMol25 dataset. Energies are from ωB97M-V/def2-TZVPD.

energy relative to the best compared isomer or geometry (same formula, charge and spin) = 447.9 kJ/mol
E_LUMO = -0.099 Eh
E = -82994.9193 eV
Kohn-Sham gap = 5.2 eV

Each line ends with the natural charge from an NBO analysis.
Cartesian coordinates (Å):
1 C -1.019 0.593 -0.090  -0.51
2 C -0.989 -0.678 0.104  0.11
3 S 2.431 -1.190 0.049  -0.35
4 Br 2.421 0.966 0.019  -0.09
5 H -2.000 0.995 0.207  0.28
6 H -0.241 1.072 -0.548  0.28
7 H -0.603 -1.759 0.259  0.29

No. 3
Here is 6 unconnected molecules or ions with the total composition C31H68IN6O12PS2 at a distorted geometry from the OMol25 dataset. Energies are from ωB97M-V/def2-TZVPD.

energy relative to the best compared isomer or geometry (same formula, charge and spin) = 0.0 kJ/mol
E_LUMO = -0.018 Eh
SMILES = CCCCCCCCN(CCCCCCCC)C(=S)SCCC[PH](O)(CCCC)CC(=O)I.C[N+](=O)[O-].C[N+](=O)[O-].C[N+](=O)[O-].C[N+](=O)[O-].C[N+](=O)[O-]
E = -105805.3778 eV
Kohn-Sham gap = 8.1 eV

Each line ends with the Mulliken charge.
Cartesian coordinates (Å):
1 C -4.204 2.972 -3.299  -1.31
2 C -3.339 1.732 -2.978  1.31
3 C -3.890 0.421 -3.552  -0.85
4 C -3.487 -0.841 -2.771  -0.91
5 C -2.012 -0.827 -2.376  0.63
6 C -1.464 -2.200 -1.949  -1.92
7 C -0.128 -2.030 -1.203  1.40
8 C 0.161 -3.017 -0.083  -1.33
9 N -0.730 -2.967 1.096  0.40
10 C -1.130 -1.617 1.560  -0.46
11 C -2.557 -1.209 1.178  -0.98
12 C -2.731 0.308 1.296  1.03
13 C -4.149 0.691 1.758  -1.06
14 C -4.395 0.445 3.264  -0.42
15 C -4.253 1.692 4.145  -1.31
16 C -2.852 2.306 4.070  -0.23
17 C -1.800 1.402 4.759  -0.54
18 C -0.136 -3.662 2.198  0.14
19 S -0.975 -4.794 2.988  -0.20
20 S 1.581 -3.445 2.709  -0.24
21 C 2.003 -1.684 2.937  -0.29
22 C 2.951 -1.079 1.877  -0.72
23 C 2.179 -0.253 0.845  0.31
24 P 3.041 1.066 -0.089  0.53
25 O 4.610 0.311 0.008  -0.56
26 C 3.704 2.525 0.779  -0.92
27 C 3.160 2.670 2.246  -0.24
28 C 2.340 3.947 2.528  -0.65
29 C 0.851 3.701 2.857  -0.38
30 C 1.279 1.901 -0.399  0.61
31 C 1.327 2.917 -1.472  -0.17
32 O 1.624 2.707 -2.614  -0.55
33 I 0.778 4.982 -0.960  -0.11
34 H -3.731 3.624 -4.033  0.23
35 H -5.203 2.686 -3.625  0.35
36 H -4.336 3.579 -2.399  0.39
37 H -2.340 1.907 -3.389  -0.35
38 H -3.194 1.679 -1.896  -0.56
39 H -3.479 0.303 -4.562  0.09
40 H -4.973 0.489 -3.661  0.55
41 H -4.089 -0.875 -1.854  0.12
42 H -3.732 -1.730 -3.355  0.37
43 H -1.404 -0.491 -3.220  0.81
44 H -1.898 -0.158 -1.520  -0.54
45 H -2.194 -2.775 -1.378  0.54
46 H -1.269 -2.760 -2.867  0.85
47 H 0.678 -2.183 -1.928  0.97
48 H -0.021 -0.992 -0.879  -1.87
49 H 1.218 -2.943 0.184  0.62
50 H 0.040 -4.019 -0.510  0.41
51 H -1.126 -1.645 2.654  1.17
52 H -0.424 -0.836 1.278  -0.90
53 H -2.867 -1.620 0.218  0.37
54 H -3.218 -1.668 1.921  0.46
55 H -2.547 0.812 0.341  -0.63
56 H -1.987 0.666 2.013  -0.29
57 H -4.832 0.043 1.201  0.36
58 H -4.358 1.730 1.493  0.51
59 H -5.407 0.048 3.370  0.41
60 H -3.706 -0.333 3.603  0.20
61 H -4.401 1.377 5.182  0.41
62 H -5.028 2.404 3.858  0.38
63 H -2.845 3.269 4.585  0.54
64 H -2.569 2.510 3.035  0.16
65 H -2.258 0.500 5.166  0.33
66 H -1.004 1.093 4.079  -0.38
67 H -1.331 1.921 5.595  0.40
68 H 2.518 -1.670 3.899  0.63
69 H 1.126 -1.053 3.062  -0.40
70 H 3.654 -0.426 2.401  0.46
71 H 3.549 -1.858 1.406  0.52
72 H 1.352 0.241 1.359  -0.39
73 H 1.734 -0.920 0.106  0.52
74 H 3.120 0.944 -1.489  0.08
75 H 4.574 -0.490 -0.528  0.31
76 H 3.513 3.443 0.221  0.50
77 H 4.781 2.391 0.821  0.32
78 H 4.038 2.669 2.888  0.44
79 H 2.536 1.804 2.468  -0.02
80 H 2.445 4.653 1.705  0.22
81 H 2.775 4.437 3.401  0.30
82 H 0.185 4.208 2.158  0.16
83 H 0.616 2.636 2.818  -0.31
84 H 0.607 4.061 3.855  0.48
85 H 0.866 2.331 0.513  0.22
86 H 0.575 1.150 -0.778  -0.57
87 C -0.528 3.513 -5.153  -0.47
88 N -1.308 2.907 -6.265  0.99
89 O -0.731 2.163 -7.034  -0.59
90 O -2.483 3.189 -6.327  -0.53
91 H 0.497 3.170 -5.212  0.39
92 H -0.592 4.591 -5.259  0.29
93 H -0.995 3.192 -4.226  0.00
94 C -0.629 -0.798 -6.894  -0.66
95 N -0.520 -1.997 -6.023  0.90
96 O -1.244 -2.071 -5.051  -0.45
97 O 0.301 -2.832 -6.340  -0.57
98 H -1.396 -0.149 -6.496  0.13
99 H 0.339 -0.308 -6.896  0.31
100 H -0.885 -1.145 -7.891  0.33
101 C 1.950 -4.991 -3.571  -0.65
102 N 2.338 -5.082 -2.139  0.92
103 O 2.318 -6.169 -1.608  -0.55
104 O 2.648 -4.043 -1.590  -0.48
105 H 1.700 -5.985 -3.921  0.31
106 H 1.097 -4.320 -3.637  0.19
107 H 2.799 -4.582 -4.109  0.29
108 C 7.974 0.300 -0.019  -0.67
109 N 9.171 0.269 -0.903  0.89
110 O 9.188 -0.540 -1.805  -0.53
111 O 10.052 1.063 -0.657  -0.54
112 H 7.276 -0.455 -0.355  0.26
113 H 8.313 0.102 0.993  0.30
114 H 7.539 1.291 -0.092  0.27
115 C -0.509 -3.831 6.642  -0.52
116 N -1.385 -2.753 7.177  0.92
117 O -1.154 -1.612 6.829  -0.53
118 O -2.277 -3.088 7.922  -0.55
119 H 0.231 -3.379 5.992  0.17
120 H -0.043 -4.327 7.488  0.29
121 H -1.140 -4.521 6.091  0.20

No. 4
Here is 10 unconnected molecules or ions with the total composition C20H36Br12N4 at a distorted geometry from the OMol25 dataset. Energies are from ωB97M-V/def2-TZVPD.

E_LUMO = 0.001 Eh
SMILES = BrCCBr.BrCCBr.BrCCBr.BrCCBr.BrCCBr.BrCCBr.CC#N.CC#N.CC#N.CC#N
E = -867792.9793 eV
Kohn-Sham gap = 9.7 eV

Each line ends with the Mulliken charge.
Cartesian coordinates (Å):
1 Br 1.613 1.472 5.924  -0.17
2 C 2.594 1.767 4.249  -0.34
3 C 2.333 0.500 3.449  -0.11
4 Br 3.660 0.407 2.053  -0.17
5 H 3.660 1.915 4.429  0.47
6 H 2.109 2.671 3.851  0.10
7 H 1.364 0.543 2.971  -0.29
8 H 2.410 -0.471 3.961  0.42
9 Br -1.775 -0.002 4.281  -0.20
10 C -2.535 1.796 4.674  -0.50
11 C -1.891 2.836 3.735  0.15
12 Br -2.111 4.613 4.585  -0.18
13 H -2.298 1.876 5.765  0.43
14 H -3.555 1.598 4.546  0.44
15 H -2.502 2.965 2.844  0.14
16 H -0.840 2.737 3.566  -0.29
17 Br 1.800 -1.055 -3.113  -0.19
18 C 1.198 -1.182 -1.266  -0.65
19 C 0.386 0.036 -1.050  -0.31
20 Br -0.125 0.061 0.886  0.06
21 H 1.976 -1.503 -0.563  0.36
22 H 0.588 -2.058 -1.401  0.29
23 H -0.558 -0.068 -1.666  0.17
24 H 0.989 0.962 -1.194  0.44
25 Br 2.097 5.818 2.285  -0.19
26 C 1.004 5.284 0.761  -0.81
27 C 0.592 3.902 0.878  0.03
28 Br -0.698 3.462 -0.566  -0.18
29 H 1.536 5.398 -0.165  0.45
30 H 0.168 5.909 0.669  0.56
31 H 0.022 3.770 1.855  -0.06
32 H 1.372 3.119 0.855  0.20
33 Br 1.045 -3.912 1.861  -0.17
34 C -0.770 -3.364 2.226  -0.18
35 C -1.632 -3.906 1.160  -0.24
36 Br -3.386 -3.165 1.746  -0.19
37 H -0.704 -2.268 2.280  -0.28
38 H -0.888 -3.832 3.194  0.43
39 H -1.606 -5.047 1.121  0.39
40 H -1.466 -3.540 0.169  0.16
41 Br 5.266 -2.235 -1.524  -0.15
42 C 4.367 -3.789 -2.307  -0.51
43 C 3.287 -4.180 -1.351  0.16
44 Br 2.027 -5.450 -2.179  -0.16
45 H 5.137 -4.547 -2.401  0.41
46 H 4.017 -3.406 -3.275  0.34
47 H 2.623 -3.331 -1.104  -0.56
48 H 3.644 -4.552 -0.402  0.45
49 C -1.733 -0.758 -6.417  -0.88
50 C -2.414 -0.416 -5.134  0.48
51 N -3.082 0.062 -4.296  -0.43
52 H -0.885 -0.072 -6.451  0.24
53 H -2.285 -0.861 -7.303  0.36
54 H -1.258 -1.746 -6.349  0.26
55 C -3.985 0.753 -0.314  0.09
56 C -4.287 1.549 0.855  0.23
57 N -4.472 2.023 1.858  -0.46
58 H -4.227 1.144 -1.308  0.42
59 H -4.221 -0.330 -0.204  0.03
60 H -2.951 0.644 -0.358  -0.32
61 C -4.894 -2.596 -2.314  -0.93
62 C -3.520 -2.128 -2.011  0.19
63 N -2.480 -1.773 -1.800  -0.18
64 H -4.979 -2.637 -3.417  0.31
65 H -5.670 -1.925 -1.964  0.32
66 H -5.123 -3.605 -1.885  0.31
67 C 4.669 2.040 -2.467  -0.67
68 C 4.064 2.931 -1.427  0.33
69 N 3.565 3.576 -0.615  -0.35
70 H 5.239 1.268 -1.928  0.16
71 H 5.454 2.655 -2.893  0.35
72 H 3.933 1.647 -3.163  0.20

No. 5
Here is 3 unconnected molecules or ions with the total composition C2H10NO2S at a distorted geometry from the OMol25 dataset. Energies are from ωB97M-V/def2-TZVPD.

energy relative to the best compared isomer or geometry (same formula, charge and spin) = 143.9 kJ/mol
E_LUMO (alpha / beta) = 0.195 / 0.189 Eh
⟨S²⟩ = 0.7504
E = -18652.7826 eV
Kohn-Sham gap (alpha / beta) = 1.5 / 5.2 eV
net charge = -2
multiplicity = 2

Each line ends with the natural charge from an NBO analysis.
Cartesian coordinates (Å):
1 C 0.669 0.403 -0.103  -0.25
2 C -0.549 -0.487 0.098  -0.64
3 S -0.883 -0.895 1.800  -0.75
4 N 1.920 -0.308 0.217  -0.89
5 H 0.516 1.243 0.549  0.18
6 H 0.806 0.736 -1.065  0.16
7 H -0.782 -1.452 -0.474  0.20
8 H -1.258 0.413 -0.261  0.15
9 H 1.658 -1.285 0.302  0.37
10 H 2.134 -0.083 1.207  0.35
11 H 3.856 0.220 0.016  0.50
12 H 5.102 0.785 -0.674  0.43
13 O 4.707 -0.072 -0.358  -0.99
14 H -5.525 -0.169 -0.847  0.38
15 H -6.028 0.779 0.152  0.25
16 O -6.344 0.173 -0.559  -1.45